Density functional theory data (ωB97M-V/def2-TZVPD) for 4 unconnected molecules or ions with the total composition H8O4 at a distorted geometry.

Geometry as XYZ:
```
12
Properties=species:S:1:pos:R:3:forces:R:3
O 2.387 0.212 -0.593 2.439 -2.965 -2.195
H 2.577 -0.765 -0.440 -0.533 2.073 -0.255
H 1.860 0.510 0.088 -1.793 0.957 2.284
O -1.094 -0.609 -2.445 -3.979 1.690 -0.702
H -1.320 -0.253 -1.553 0.783 -0.641 -0.247
H -2.027 -0.316 -2.849 3.176 -1.198 0.639
O -1.460 -0.204 0.240 -0.016 -0.108 0.706
H -2.049 -0.409 0.991 0.634 0.134 -0.599
H -0.541 -0.073 0.580 -1.107 0.020 -0.107
O 0.612 0.773 1.633 0.545 0.967 -2.374
H 0.026 1.051 2.282 -1.975 1.419 1.649
H 1.029 0.084 2.066 1.826 -2.350 1.201
```
Positions in Å, forces in eV/Å.

As for the LUMO energy: 0.0227 eV. For the total energy, the calculation gives -305.721264 hartree. As for the SMILES: O.O.O.O. As for the spin multiplicity: 1. As for the energy above the lowest of the compared OMol25 structures with the same formula, charge and spin: 36.36 kcal/mol. Its HOMO-LUMO gap is 10.3 eV.

Density functional theory data (ωB97M-V/def2-TZVPD) for 4 unconnected molecules or ions with the total composition H8O4 at a distorted geometry.

Geometry as XYZ:
```
12
Properties=species:S:1:pos:R:3:forces:R:3
O -4.531 -13.617 -10.990 -0.093 0.051 -0.046
H -4.049 -13.330 -11.765 0.122 0.071 -0.337
H -4.381 -12.926 -10.345 -0.002 0.159 0.233
O -2.496 -17.304 -12.266 0.730 -0.329 -1.045
H -3.227 -16.926 -11.778 -0.376 0.031 0.663
H -1.850 -17.530 -11.596 0.031 -0.026 0.115
O -4.112 -16.297 -10.432 -0.245 -0.366 -0.628
H -3.903 -16.256 -9.499 -0.126 -0.110 0.462
H -4.132 -15.383 -10.714 -0.253 0.526 -0.024
O -3.797 -16.203 -7.814 0.138 -0.082 0.380
H -4.227 -15.585 -7.223 -0.271 0.145 0.116
H -2.865 -16.118 -7.612 0.344 -0.068 0.113
```
Positions in Å, forces in eV/Å.

As for the LUMO energy: 0.2161 eV. For the total energy, the calculation gives -305.748283 hartree. As for the SMILES: O.O.O.O. As for the spin multiplicity: 1. As for the energy above the lowest of the compared OMol25 structures with the same formula, charge and spin: 19.41 kcal/mol. Its HOMO-LUMO gap is 10.4 eV.

Density functional theory data (ωB97M-V/def2-TZVPD) for 4 unconnected molecules or ions with the total composition H8O4 at a distorted geometry.

Geometry as XYZ:
```
12
Properties=species:S:1:pos:R:3:forces:R:3
O 0.606 -0.445 -0.466 -1.395 -2.562 0.197
H 0.929 0.413 -0.305 1.023 1.806 -0.537
H 0.817 -0.852 -1.312 0.496 0.761 0.142
O -1.478 -2.624 -0.703 0.473 1.333 0.624
H -1.513 -2.940 -1.602 0.081 0.208 -0.394
H -1.095 -1.700 -0.682 -0.556 -1.533 -0.127
O 1.322 2.286 -0.257 -1.785 1.185 -0.396
H 1.796 2.911 0.282 0.884 0.050 0.539
H 0.514 2.847 -0.419 0.881 -1.200 -0.121
O -0.850 -0.110 2.079 1.005 -1.397 1.527
H 0.085 -0.332 1.900 -0.927 0.280 -0.220
H -1.128 0.550 1.484 -0.180 1.070 -1.233
```
Positions in Å, forces in eV/Å.

As for the LUMO energy: 0.1800 eV. For the total energy, the calculation gives -305.737488 hartree. As for the SMILES: O.O.O.O. As for the spin multiplicity: 1. As for the energy above the lowest of the compared OMol25 structures with the same formula, charge and spin: 26.18 kcal/mol. Its HOMO-LUMO gap is 11.1 eV.

Density functional theory data (ωB97M-V/def2-TZVPD) for 4 unconnected molecules or ions with the total composition H8O4 at a distorted geometry.

Geometry as XYZ:
```
12
Properties=species:S:1:pos:R:3:forces:R:3
O 0.142 3.155 -0.045 -1.728 -2.728 -3.066
H 0.137 2.178 0.090 0.094 1.233 -0.166
H 0.519 3.518 0.689 1.649 1.491 3.194
O 0.698 -1.269 0.646 0.695 4.128 -1.329
H 0.802 -0.473 1.239 -0.119 -1.826 -0.791
H 0.494 -2.017 1.111 -0.910 -2.586 2.340
O 2.955 -0.735 -0.566 0.187 -0.400 -0.060
H 2.650 -1.656 -0.496 -0.009 0.700 -0.014
H 3.429 -0.682 -1.398 0.131 -0.010 -0.103
O -4.310 -0.602 -0.296 2.116 2.250 1.703
H -4.105 -1.265 -0.930 0.463 -0.825 -0.838
H -3.411 -0.153 -0.046 -2.569 -1.427 -0.870
```
Positions in Å, forces in eV/Å.

As for the LUMO energy: 0.2872 eV. For the total energy, the calculation gives -305.718301 hartree. As for the SMILES: O.O.O.O. As for the spin multiplicity: 1. As for the energy above the lowest of the compared OMol25 structures with the same formula, charge and spin: 38.22 kcal/mol. Its HOMO-LUMO gap is 11.5 eV.

Density functional theory data (ωB97M-V/def2-TZVPD) for 4 unconnected molecules or ions with the total composition H8O4 at a distorted geometry.

Geometry as XYZ:
```
12
Properties=species:S:1:pos:R:3:forces:R:3
O -2.029 -1.537 -0.634 0.904 1.086 0.162
H -1.528 -0.705 -0.498 0.195 -0.651 -0.268
H -2.864 -1.197 -0.341 -1.237 -0.328 0.184
O 0.738 0.296 -0.570 0.071 -1.283 -3.009
H 0.314 -0.546 -0.883 0.252 0.318 1.443
H 1.233 0.318 -1.443 -0.101 1.019 1.584
O 0.638 -2.538 -0.143 1.796 0.570 2.920
H 0.783 -2.374 0.857 0.425 -0.199 -2.398
H -0.279 -2.680 -0.068 -2.326 -0.528 -0.629
O 0.866 3.752 1.348 4.070 1.189 -5.353
H 0.209 3.608 1.901 -4.793 -1.109 4.294
H 0.428 3.785 0.463 0.742 -0.084 1.069
```
Positions in Å, forces in eV/Å.

As for the LUMO energy: 0.5110 eV. For the total energy, the calculation gives -305.716409 hartree. As for the SMILES: O.O.O.O. As for the spin multiplicity: 1. As for the energy above the lowest of the compared OMol25 structures with the same formula, charge and spin: 39.41 kcal/mol. Its HOMO-LUMO gap is 11.7 eV.

Density functional theory data (ωB97M-V/def2-TZVPD) for 4 unconnected molecules or ions with the total composition H8O4 at a distorted geometry.

Geometry as XYZ:
```
12
Properties=species:S:1:pos:R:3:forces:R:3
O -0.581 -1.578 -1.368 -0.440 -1.231 -2.706
H -0.907 -2.428 -1.789 0.694 1.627 0.953
H -0.483 -1.734 -0.450 -0.161 -0.215 1.764
O 1.412 0.758 -1.074 -1.434 1.692 -0.554
H 2.184 1.020 -0.597 0.982 -0.990 0.084
H 1.235 -0.127 -1.373 0.594 -0.839 0.269
O -0.844 -0.713 1.321 0.470 0.579 0.122
H -0.414 0.188 1.366 -0.502 -0.822 -0.111
H -1.224 -0.859 2.189 -0.014 -0.088 0.094
O 0.015 1.807 0.912 3.729 -0.978 3.774
H -0.786 2.137 0.747 -4.930 2.135 -1.092
H 0.393 1.529 0.116 1.012 -0.870 -2.598
```
Positions in Å, forces in eV/Å.

As for the LUMO energy: 0.8590 eV. For the total energy, the calculation gives -305.743548 hartree. As for the SMILES: O.O.O.O. As for the spin multiplicity: 1. As for the energy above the lowest of the compared OMol25 structures with the same formula, charge and spin: 22.38 kcal/mol. Its HOMO-LUMO gap is 11.9 eV.

> Look up the energy above the lowest of the compared OMol25 structures with the same formula, charge and spin of the second one.

19.41 kcal/mol

Copy entry 2 word for word.
Density functional theory data (ωB97M-V/def2-TZVPD) for 4 unconnected molecules or ions with the total composition H8O4 at a distorted geometry.

Geometry as XYZ:
```
12
Properties=species:S:1:pos:R:3:forces:R:3
O -4.531 -13.617 -10.990 -0.093 0.051 -0.046
H -4.049 -13.330 -11.765 0.122 0.071 -0.337
H -4.381 -12.926 -10.345 -0.002 0.159 0.233
O -2.496 -17.304 -12.266 0.730 -0.329 -1.045
H -3.227 -16.926 -11.778 -0.376 0.031 0.663
H -1.850 -17.530 -11.596 0.031 -0.026 0.115
O -4.112 -16.297 -10.432 -0.245 -0.366 -0.628
H -3.903 -16.256 -9.499 -0.126 -0.110 0.462
H -4.132 -15.383 -10.714 -0.253 0.526 -0.024
O -3.797 -16.203 -7.814 0.138 -0.082 0.380
H -4.227 -15.585 -7.223 -0.271 0.145 0.116
H -2.865 -16.118 -7.612 0.344 -0.068 0.113
```
Positions in Å, forces in eV/Å.

As for the LUMO energy: 0.2161 eV. For the total energy, the calculation gives -305.748283 hartree. As for the SMILES: O.O.O.O. As for the spin multiplicity: 1. As for the energy above the lowest of the compared OMol25 structures with the same formula, charge and spin: 19.41 kcal/mol. Its HOMO-LUMO gap is 10.4 eV.

> Look up the spin multiplicity of the second one.

1

What did the fourth record say?
Density functional theory data (ωB97M-V/def2-TZVPD) for 4 unconnected molecules or ions with the total composition H8O4 at a distorted geometry.

Geometry as XYZ:
```
12
Properties=species:S:1:pos:R:3:forces:R:3
O 0.142 3.155 -0.045 -1.728 -2.728 -3.066
H 0.137 2.178 0.090 0.094 1.233 -0.166
H 0.519 3.518 0.689 1.649 1.491 3.194
O 0.698 -1.269 0.646 0.695 4.128 -1.329
H 0.802 -0.473 1.239 -0.119 -1.826 -0.791
H 0.494 -2.017 1.111 -0.910 -2.586 2.340
O 2.955 -0.735 -0.566 0.187 -0.400 -0.060
H 2.650 -1.656 -0.496 -0.009 0.700 -0.014
H 3.429 -0.682 -1.398 0.131 -0.010 -0.103
O -4.310 -0.602 -0.296 2.116 2.250 1.703
H -4.105 -1.265 -0.930 0.463 -0.825 -0.838
H -3.411 -0.153 -0.046 -2.569 -1.427 -0.870
```
Positions in Å, forces in eV/Å.

As for the LUMO energy: 0.2872 eV. For the total energy, the calculation gives -305.718301 hartree. As for the SMILES: O.O.O.O. As for the spin multiplicity: 1. As for the energy above the lowest of the compared OMol25 structures with the same formula, charge and spin: 38.22 kcal/mol. Its HOMO-LUMO gap is 11.5 eV.